Record 1
{
  "formula": "C20H49BN6O10S",
  "method": "ωB97M-V/def2-TZVPD",
  "elements": ["C", "C", "B", "O", "O", "S", "O", "O", "H", "H", "H", "H", "H", "H", "H", "C", "O", "N", "C", "C", "H", "H", "H", "H", "H", "H", "H", "C", "O", "N", "C", "C", "H", "H", "H", "H", "H", "H", "H", "C", "O", "N", "C", "C", "H", "H", "H", "H", "H", "H", "H", "C", "O", "N", "C", "C", "H", "H", "H", "H", "H", "H", "H", "C", "O", "N", "C", "C", "H", "H", "H", "H", "H", "H", "H", "C", "O", "N", "C", "C", "H", "H", "H", "H", "H", "H", "H"],
  "coordinates": [[0.716, 0.358, -6.631], [-0.089, -0.963, -6.748], [-1.058, -1.083, -5.519], [-1.239, -2.284, -4.917], [-1.677, 0.099, -5.049], [-3.312, 0.144, -5.104], [-3.586, 1.502, -5.413], [-3.686, -0.706, -6.447], [1.629, 0.307, -7.204], [0.134, 1.190, -6.995], [0.977, 0.510, -5.595], [0.615, -1.781, -6.656], [-0.633, -1.004, -7.684], [-2.163, -2.493, -4.705], [-3.125, -0.464, -7.209], [0.277, 4.095, -4.817], [0.265, 4.076, -6.034], [-0.814, 4.160, -4.039], [-0.747, 4.168, -2.592], [-2.130, 4.210, -4.657], [1.216, 4.055, -4.237], [-1.290, 3.307, -2.199], [-1.196, 5.081, -2.198], [0.287, 4.111, -2.257], [-2.279, 3.325, -5.265], [-2.225, 5.090, -5.295], [-2.886, 4.243, -3.876], [-1.259, 1.433, 0.136], [-1.536, 2.516, 0.629], [-0.180, 0.702, 0.447], [0.069, -0.586, -0.182], [0.745, 1.232, 1.437], [-1.901, 0.955, -0.625], [0.100, -1.372, 0.566], [1.020, -0.568, -0.712], [-0.732, -0.796, -0.890], [0.228, 1.393, 2.382], [1.134, 2.194, 1.099], [1.562, 0.533, 1.582], [3.117, -2.290, 1.013], [2.281, -1.523, 1.469], [3.039, -3.621, 1.069], [4.076, -4.478, 0.527], [1.880, -4.229, 1.703], [4.032, -1.930, 0.514], [3.665, -5.127, -0.249], [4.486, -5.091, 1.330], [4.873, -3.875, 0.097], [0.969, -3.927, 1.185], [1.809, -3.904, 2.740], [1.976, -5.310, 1.671], [-0.219, 0.594, 5.481], [0.505, 0.275, 6.404], [-1.111, 1.601, 5.522], [-1.949, 1.936, 4.386], [-1.230, 2.371, 6.748], [-0.204, 0.071, 4.509], [-1.759, 2.963, 4.071], [-3.003, 1.836, 4.656], [-1.735, 1.272, 3.553], [-0.275, 2.837, 6.993], [-1.511, 1.719, 7.575], [-1.986, 3.141, 6.620], [4.541, -4.169, 4.571], [4.435, -5.042, 3.726], [5.659, -3.467, 4.806], [5.721, -2.437, 5.825], [6.840, -3.754, 4.010], [3.701, -3.878, 5.224], [5.971, -1.476, 5.373], [6.481, -2.687, 6.567], [4.759, -2.348, 6.325], [6.628, -3.590, 2.953], [7.135, -4.795, 4.139], [7.654, -3.105, 4.320], [-5.137, -0.280, -0.362], [-5.018, -0.931, -1.383], [-5.204, 1.061, -0.315], [-5.334, 1.788, 0.933], [-5.138, 1.799, -1.565], [-5.194, -0.751, 0.635], [-6.253, 2.377, 0.930], [-4.482, 2.458, 1.067], [-5.367, 1.090, 1.767], [-5.959, 1.499, -2.218], [-4.200, 1.570, -2.072], [-5.198, 2.865, -1.369]],
  "fmax_ev_per_a": 1.72,
  "e_homo_ev": -8.88
}

Record 2
{
  "formula": "C41H43N7O5PS2Ti",
  "method": "ωB97M-V/def2-TZVPD",
  "elements": ["Ti", "N", "C", "S", "N", "N", "C", "C", "C", "C", "C", "C", "C", "C", "C", "C", "C", "C", "N", "H", "H", "H", "H", "H", "H", "H", "H", "H", "H", "H", "O", "C", "C", "O", "C", "C", "O", "C", "O", "O", "C", "N", "C", "C", "N", "C", "S", "C", "C", "C", "C", "C", "N", "H", "H", "H", "H", "H", "H", "H", "H", "H", "C", "C", "C", "C", "P", "C", "C", "C", "C", "C", "C", "C", "C", "C", "C", "H", "H", "H", "H", "H", "H", "H", "H", "H", "H", "H", "H", "H", "H", "H", "H", "H", "H", "H", "H", "H", "H", "H"],
  "coordinates": [[-0.207, -0.566, 0.097], [1.935, -4.108, 1.687], [1.072, -3.027, 1.468], [-0.033, -3.126, 0.118], [1.159, -2.037, 2.288], [0.313, -0.961, 1.955], [-0.504, -0.435, 2.953], [-0.370, -0.676, 4.402], [-1.495, -0.657, 5.248], [-1.380, -0.822, 6.624], [-0.136, -1.022, 7.214], [0.982, -1.109, 6.390], [0.868, -0.954, 5.013], [-1.653, 0.183, 2.404], [-2.435, 1.191, 3.047], [-3.608, 1.575, 2.489], [-4.047, 0.970, 1.270], [-3.225, 0.087, 0.650], [-2.021, -0.311, 1.158], [1.622, -4.963, 1.266], [2.236, -4.192, 2.646], [-2.479, -0.556, 4.813], [-2.273, -0.810, 7.240], [-0.047, -1.139, 8.290], [1.959, -1.289, 6.825], [1.746, -1.070, 4.392], [-2.058, 1.653, 3.949], [-4.216, 2.337, 2.969], [-4.995, 1.236, 0.817], [-3.512, -0.365, -0.290], [-3.297, 3.310, -3.233], [-2.671, 2.541, -2.579], [-1.837, 2.874, -1.346], [-1.768, 3.936, -0.807], [-1.194, 1.599, -0.984], [-1.667, 0.551, -1.773], [-1.317, -0.686, -1.490], [-2.564, 1.037, -2.814], [-3.107, 0.421, -3.687], [-0.342, 1.345, -0.035], [-1.280, 0.765, -5.794], [-0.644, -0.235, -4.948], [-1.006, -1.585, -4.913], [-0.294, -2.166, -3.951], [0.487, -1.161, -3.365], [0.289, 0.041, -4.000], [1.098, 1.495, -3.746], [1.507, -1.440, -2.427], [2.437, -2.401, -2.779], [3.439, -2.724, -1.900], [3.511, -2.024, -0.721], [2.537, -1.087, -0.439], [1.504, -0.813, -1.257], [-1.362, 0.379, -6.807], [-0.668, 1.659, -5.782], [-2.269, 0.998, -5.407], [-1.748, -1.991, -5.584], [-0.305, -3.173, -3.565], [2.357, -2.880, -3.745], [4.163, -3.494, -2.145], [4.304, -2.197, -0.005], [2.571, -0.506, 0.469], [5.240, 1.456, 1.317], [3.987, 1.670, 2.182], [4.355, 2.744, 3.220], [3.717, 0.309, 2.896], [2.371, 2.037, 1.166], [1.370, 2.874, 2.470], [0.630, 4.042, 2.271], [-0.186, 4.563, 3.274], [-0.285, 3.931, 4.504], [0.423, 2.750, 4.712], [1.221, 2.231, 3.704], [2.852, 3.329, -0.134], [3.668, 4.511, 0.404], [1.625, 3.869, -0.886], [3.645, 2.552, -1.210], [6.051, 1.128, 1.980], [5.577, 2.367, 0.817], [5.094, 0.675, 0.565], [5.224, 2.398, 3.798], [3.550, 2.949, 3.919], [4.631, 3.683, 2.739], [3.863, 0.396, 3.977], [4.402, -0.464, 2.534], [2.713, -0.076, 2.726], [0.658, 4.557, 1.326], [-0.754, 5.468, 3.077], [-0.910, 4.344, 5.286], [0.348, 2.217, 5.656], [1.742, 1.303, 3.906], [3.241, 4.913, 1.328], [3.676, 5.316, -0.344], [4.708, 4.240, 0.598], [1.084, 4.655, -0.366], [0.924, 3.068, -1.114], [1.967, 4.285, -1.843], [4.344, 1.826, -0.811], [4.205, 3.263, -1.830], [2.956, 2.010, -1.862]],
  "fmax_ev_per_a": 3.04,
  "e_homo_ev": [-3.03, -3.00],
  "de_lowest_kj_mol": 61.9,
  "total_charge": -1
}

Record 3
{
  "formula": "H5NO2Si",
  "method": "ωB97M-V/def2-TZVPD",
  "elements": ["N", "O", "O", "Si", "H", "H", "H", "H", "H"],
  "coordinates": [[-0.344, -0.633, -0.893], [-1.039, 1.947, -1.230], [1.419, 1.412, -0.154], [0.097, 0.945, -0.698], [-1.276, -0.888, -0.563], [0.335, -1.243, -0.469], [-1.858, 1.410, -1.427], [1.516, -1.362, 3.063], [1.150, -1.588, 2.370]],
  "fmax_ev_per_a": 2.36,
  "e_homo_ev": -10.45,
  "de_lowest_kj_mol": 195.6
}

Record 4
{
  "formula": "C23H24O5PRuSSe2",
  "method": "ωB97M-V/def2-TZVPD",
  "elements": ["Ru", "O", "C", "C", "C", "O", "C", "Se", "C", "Se", "H", "H", "H", "H", "H", "H", "H", "H", "H", "H", "O", "S", "O", "O", "C", "C", "C", "C", "C", "C", "P", "C", "C", "C", "C", "C", "C", "C", "C", "C", "C", "C", "C", "H", "H", "H", "H", "H", "H", "H", "H", "H", "H", "H", "H", "H", "H"],
  "coordinates": [[-0.184, -0.372, -0.034], [0.656, -3.120, 0.037], [1.561, -3.756, -0.850], [1.494, -3.042, -2.209], [2.220, -3.873, -3.296], [2.162, -3.132, -4.489], [0.031, -2.930, -2.656], [-1.082, -1.499, -1.853], [2.228, -1.694, -2.158], [2.090, -0.680, -0.460], [0.722, -3.530, 0.909], [1.283, -4.810, -0.976], [2.587, -3.699, -0.463], [1.724, -4.843, -3.416], [3.260, -4.047, -2.982], [2.606, -3.612, -5.195], [-0.482, -3.867, -2.424], [-0.008, -2.767, -3.737], [1.888, -1.054, -2.976], [3.298, -1.868, -2.288], [-1.073, 0.437, 3.666], [-0.831, 0.710, 2.296], [-1.816, 0.153, 1.336], [0.518, 0.256, 1.814], [-0.776, 2.489, 2.068], [-0.701, 3.277, 3.201], [-0.578, 4.651, 3.068], [-0.510, 5.222, 1.806], [-0.578, 4.429, 0.676], [-0.715, 3.043, 0.799], [-0.882, 2.009, -0.700], [0.693, 2.240, -1.576], [1.833, 2.752, -0.963], [3.017, 2.819, -1.678], [3.071, 2.365, -2.985], [1.945, 1.818, -3.584], [0.761, 1.738, -2.877], [-2.088, 3.008, -1.628], [-1.699, 3.981, -2.544], [-2.659, 4.789, -3.124], [-4.000, 4.622, -2.813], [-4.389, 3.635, -1.919], [-3.435, 2.827, -1.327], [-0.748, 2.799, 4.167], [-0.536, 5.272, 3.948], [-0.412, 6.291, 1.701], [-0.524, 4.876, -0.307], [1.792, 3.108, 0.059], [3.899, 3.230, -1.208], [3.989, 2.456, -3.545], [1.983, 1.477, -4.606], [-0.129, 1.314, -3.331], [-0.657, 4.110, -2.801], [-2.363, 5.559, -3.819], [-4.744, 5.255, -3.272], [-5.432, 3.499, -1.684], [-3.724, 2.049, -0.632]],
  "fmax_ev_per_a": 2.32,
  "e_homo_ev": [-10.81, -11.05],
  "total_charge": 1
}

no.,total energy (eV),M (g mol⁻¹)
1,-62464.1156,576.52
2,-117961.3586,856.81
3,-13545.1938,79.13
4,-187869.1125,702.47